# 1
{"formula": "C38H38BF3O4S", "method": "ωB97M-V with the def2-TZVPD basis set", "elements": ["C", "C", "C", "C", "C", "B", "C", "C", "C", "C", "C", "F", "F", "F", "C", "C", "O", "C", "C", "C", "C", "C", "C", "O", "S", "H", "H", "H", "H", "H", "H", "H", "H", "H", "H", "H", "H", "H", "H", "H", "H", "H", "H", "H", "H", "H", "C", "O", "C", "C", "C", "C", "C", "C", "C", "C", "C", "O", "C", "C", "C", "C", "C", "C", "C", "C", "C", "C", "H", "H", "H", "H", "H", "H", "H", "H", "H", "H", "H", "H", "H", "H", "H", "H", "H"], "coordinates": [[-0.97675, -4.78307, 4.51278], [-0.87374, -3.48758, 3.80583], [0.11396, -2.53204, 3.99177], [-0.22050, -1.27120, 3.43045], [-1.50354, -1.23806, 2.87562], [1.61912, -1.32547, -1.02942], [-2.40375, -0.10852, 2.86372], [-2.01305, 1.12754, 3.43963], [-2.90313, 2.18605, 3.48732], [-4.15594, 2.04252, 2.89745], [-5.05609, 3.24061, 2.82699], [-6.07415, 3.06938, 1.93289], [-5.62157, 3.53399, 4.04228], [-4.35324, 4.35215, 2.43455], [-4.58034, 0.83358, 2.35640], [-3.70553, -0.24475, 2.33845], [2.84086, -1.18657, -0.43061], [3.39941, -2.53000, -0.38213], [4.56406, -2.55710, -1.36678], [3.91641, -2.71769, 1.03221], [2.18087, -3.45787, -0.81427], [2.49046, -4.65943, -1.68047], [1.33996, -3.93801, 0.37475], [1.37753, -2.56727, -1.61549], [-2.14094, -2.88228, 2.80337], [-0.08589, -4.90826, 5.13309], [-1.85319, -4.80054, 5.17290], [-1.05826, -5.61557, 3.81191], [1.00472, -2.74030, 4.59151], [0.42147, -0.39663, 3.47265], [-1.01296, 1.23359, 3.86106], [-2.61275, 3.12929, 3.94623], [-5.58614, 0.72956, 1.96003], [-4.02884, -1.19593, 1.91462], [5.10858, -3.50822, -1.29706], [4.21721, -2.41204, -2.40007], [5.26485, -1.75420, -1.11088], [4.28288, -3.74220, 1.17202], [4.75661, -2.03307, 1.19506], [3.14707, -2.50647, 1.78397], [3.14576, -5.35716, -1.14476], [1.55740, -5.19342, -1.90185], [2.96148, -4.37232, -2.62784], [1.89076, -4.69034, 0.95555], [1.04413, -3.12570, 1.05296], [0.42506, -4.41989, 0.00379], [-0.64239, -2.21831, -5.86514], [-1.80605, -2.19574, -4.99688], [-1.74366, -1.45561, -3.85738], [-2.37317, -1.96282, -2.68867], [-1.80466, -1.66728, -1.46780], [-0.69187, -0.81304, -1.39553], [0.18327, -0.67890, -0.18161], [0.39181, 0.78461, 0.12007], [-0.67463, 1.53692, 0.64881], [-0.62855, 2.92059, 0.74660], [0.49248, 3.59361, 0.24555], [0.51556, 4.97866, 0.38431], [0.82926, 5.75630, -0.72761], [1.39375, 7.00201, -0.43932], [1.60758, 7.90848, -1.47194], [1.23231, 7.58103, -2.78031], [0.67980, 6.32686, -3.06175], [0.49339, 5.38767, -2.03829], [1.57785, 2.88586, -0.28185], [1.52719, 1.49162, -0.30250], [-0.33093, -0.07055, -2.54779], [-0.92922, -0.30277, -3.76385], [-0.80612, -3.08080, -6.51481], [-0.59850, -1.29905, -6.46183], [0.29393, -2.34570, -5.29507], [-3.20512, -2.65294, -2.79780], [-2.17118, -2.12178, -0.54051], [-0.12827, -1.26519, 0.68625], [-1.59892, 1.02069, 0.91480], [-1.45348, 3.51038, 1.15342], [1.63448, 7.22109, 0.59842], [2.06571, 8.87258, -1.24246], [1.38440, 8.30374, -3.58492], [0.38787, 6.06804, -4.08352], [0.06202, 4.40471, -2.24878], [2.44459, 3.41790, -0.67516], [2.36436, 0.96252, -0.73942], [0.45121, 0.68097, -2.47718], [-0.67646, 0.29461, -4.64074]], "mulliken_charge": [-1.3564, 0.7387, -1.0829, 0.0370, 0.2335, 0.9794, 0.9880, -0.2129, -1.1245, 0.4150, 0.8526, -0.2844, -0.2687, -0.2456, -1.0622, -0.5395, -0.3438, 1.7883, -1.9793, -1.8143, 1.5629, -1.9712, -1.5110, -0.8235, -0.2265, 0.3713, 0.3011, 0.3296, 0.3528, 0.5243, 0.2581, 0.4012, 0.4273, 0.2921, 0.3708, 0.3086, 0.4845, 0.3619, 0.4469, 0.2582, 0.3479, 0.4733, 0.3616, 0.3962, -0.2277, 0.4762, -0.5915, -0.4723, 0.4742, -0.6827, -0.6359, 0.2164, 1.3294, -0.6092, -0.1522, -0.8765, 0.1952, -0.5289, 0.5140, -0.6015, -0.4191, -0.4899, -0.5984, -0.1660, -0.5255, -0.2765, -0.3397, -0.8352, 0.2616, 0.3006, 0.2045, 0.4506, 0.4464, -0.5905, 0.8252, 0.5532, 0.3956, 0.3613, 0.3489, 0.3492, 0.4320, 0.4422, 0.4682, 0.3808, 0.3769], "homo_ev": -7.397, "relative_energy_kj_mol": 110.71, "smiles": "COc1ccc([C@@H](B2OC(C)(C)C(C)(C)O2)c2ccc(Oc3ccccc3)cc2)cc1.Cc1ccc(-c2ccc(C(F)(F)F)cc2)s1", "e_lumo_ev": -0.25, "homo_lumo_gap_ev": 7.15}


# 2
{"formula": "C5H10", "method": "ωB97M-V with the def2-TZVPD basis set", "elements": ["C", "C", "C", "C", "C", "H", "H", "H", "H", "H", "H", "H", "H", "H", "H"], "coordinates": [[-0.55379, -1.60975, -0.85178], [0.07978, -0.35222, -0.28993], [-0.25273, 0.02505, 0.94597], [-0.27811, 1.35153, 1.61100], [0.91421, 0.42945, -1.26479], [-1.19736, -1.33587, -1.68214], [-1.29007, -1.95026, -0.12166], [0.11187, -2.42000, -1.14669], [-0.45684, -0.83315, 1.57932], [-1.25473, 1.80975, 1.76965], [0.19401, 1.22173, 2.58676], [0.27416, 2.14725, 1.09555], [0.36873, 0.47126, -2.20926], [1.89670, -0.00871, -1.44952], [1.06826, 1.45303, -0.92882]], "mulliken_charge": [-1.2755, 0.7788, -0.2367, -1.1123, -1.1897, 0.3190, 0.3576, 0.3030, 0.3100, 0.2655, 0.2824, 0.3088, 0.3057, 0.2866, 0.2966], "homo_ev": -8.519, "relative_energy_kj_mol": 104.53, "smiles": "CC=C(C)C", "e_lumo_ev": 1.13, "homo_lumo_gap_ev": 9.65}


# 3
{"formula": "C11H15ClMnN2O2S", "method": "ωB97M-V with the def2-TZVPD basis set", "elements": ["Cl", "C", "C", "C", "H", "C", "C", "H", "H", "H", "C", "Mn", "C", "O", "C", "O", "H", "H", "H", "C", "N", "C", "S", "N", "C", "H", "H", "H", "H", "H", "H", "H", "H"], "coordinates": [[1.35664, -2.71463, -0.71864], [0.48211, 0.25934, -2.92170], [-0.92176, 0.33666, -2.60813], [-1.42810, -1.00029, -2.50874], [-1.51173, 1.24659, -2.52026], [-0.37339, -1.91821, -2.89972], [0.82347, -1.10761, -3.10922], [1.79635, -1.48471, -3.43757], [1.14529, 1.10874, -3.08731], [-2.45615, -1.29767, -2.30023], [-0.54039, -3.38272, -3.12811], [0.11281, -0.91166, -1.15821], [-1.09356, -1.57305, 0.14768], [-1.51611, -1.62636, 1.22940], [1.70897, -0.97160, -0.02297], [2.54773, -0.73818, 0.80010], [-1.32799, -3.77608, -2.47241], [0.38755, -3.93154, -2.92539], [-0.83065, -3.59116, -4.16749], [1.46499, 1.57557, 3.65660], [1.28099, 1.38635, 2.22870], [0.12344, 1.41633, 1.58741], [0.10649, 1.03368, -0.15027], [-1.04487, 1.77995, 2.14716], [-1.22288, 2.91032, 3.07527], [0.52881, 1.43022, 4.20774], [1.85719, 2.58090, 3.85953], [2.20892, 0.85076, 4.00592], [2.04406, 0.94532, 1.71510], [-1.85653, 1.58387, 1.55679], [-1.93334, 3.61531, 2.62879], [-1.64338, 2.54844, 4.01945], [-0.27496, 3.41713, 3.27074]], "mulliken_spin": [0.1605, -0.1560, -0.0328, -0.0383, 0.0031, -0.0799, 0.0510, 0.0054, -0.0090, -0.0083, 0.0155, 2.9859, 0.0454, 0.0386, -0.0687, 0.0113, 0.0009, -0.0006, -0.0085, -0.0010, 0.0067, 0.0035, 0.0717, 0.0016, 0.0036, 0.0005, 0.0002, 0.0000, 0.0002, -0.0015, -0.0005, -0.0003, -0.0002], "homo_ev": [-15.136, -16.442], "e_lumo_ev": [-8.92, -9.45], "homo_lumo_gap_ev": [6.22, 6.99], "spin_multiplicity": 4, "total_charge": 2}


no.,maximum force (eV/Å)
1,4.5
2,1.5
3,7.6